(1)
Below is C65H66BiFIN9O7SeTe2 as an isolated structure in a non-equilibrium geometry, with properties calculated with ωB97M-V/def2-TZVPD.

Geometry (Å):
C 8.59 1.01 -1.58
C -0.06 -5.47 -3.60
H 3.46 0.87 8.71
Se 2.31 1.14 -2.25
H -2.45 3.72 -6.58
H 1.86 -3.62 1.58
H -4.49 2.04 -1.30
Te 1.10 2.12 2.20
H 3.61 3.33 -1.29
C 3.38 2.11 4.41
O -0.79 -1.77 -2.41
C -2.97 -0.95 -0.74
I -2.99 1.32 1.28
C 3.08 1.75 6.79
O -0.30 2.72 0.06
C 3.24 -1.03 2.31
C -2.68 -4.81 -4.22
C -3.10 0.61 -9.96
C -3.15 0.25 -8.46
C -0.86 4.37 -2.94
N 5.00 1.90 -1.84
C -1.51 1.88 -3.89
H -2.46 -0.08 -10.50
C 0.91 -0.85 -5.10
C -1.17 -5.55 0.05
H -1.93 -2.82 -4.52
H -1.79 2.02 -9.34
H -4.02 5.12 -4.81
C -2.45 0.49 -5.60
H -3.19 -2.64 -2.06
C -3.44 -1.61 -1.88
C -3.26 5.80 -5.16
H -0.76 1.86 4.89
H 2.82 -1.78 2.97
C -1.69 -3.84 -4.27
N 1.98 -3.43 -3.65
H -0.09 -3.76 -6.50
F -2.84 -0.74 -6.03
H -2.21 2.22 -10.97
C 2.35 -3.40 0.64
H 1.22 -0.42 -4.16
H -4.09 0.61 -10.42
Te 2.47 -1.28 0.27
C -2.32 2.86 -5.94
O 3.60 -2.78 -2.16
H -4.55 -1.50 -3.69
C -2.36 -6.11 -3.87
H 1.09 1.01 -6.12
H -0.04 -6.35 2.36
H 9.58 1.41 -1.43
C 0.83 -0.03 -6.21
H -1.09 5.73 -5.63
C 0.17 3.49 -0.82
H 3.79 3.06 2.53
N -1.51 4.27 -4.15
C 0.06 -3.31 3.44
H 0.96 -5.72 -3.34
H -1.88 -3.30 -0.70
H -0.61 5.37 -2.63
C -2.50 6.58 -4.13
C -1.05 -6.44 -3.57
N -3.15 1.50 -7.73
C 4.10 0.92 -2.08
C 0.41 -0.55 -7.43
H -4.31 3.22 -7.53
C 0.63 -3.05 -3.95
C 0.17 -2.71 -6.41
H -3.70 -4.53 -4.45
H 1.15 1.05 7.36
C -1.79 3.03 -4.66
H 2.99 -0.05 2.69
C 0.56 -2.19 -5.18
N 1.41 -2.14 -1.91
C 3.87 2.12 5.71
C 1.78 1.34 6.53
H 4.80 3.87 -2.49
H -3.13 -6.86 -3.84
C 8.42 -0.36 -1.76
C -0.17 0.96 5.05
H 4.29 -1.18 -2.21
H -0.80 -7.45 -3.29
C -4.14 2.42 -8.24
C -3.57 2.97 -9.57
O -0.25 -1.25 2.37
H -3.09 3.94 -9.43
C -0.52 3.31 -2.18
C -2.66 1.60 -6.42
H 4.66 2.08 8.21
C -1.69 -2.68 0.17
C -3.40 0.37 -0.55
H -0.30 0.30 4.19
H -5.10 1.91 -8.41
C 0.10 -1.90 -7.53
H 1.82 -3.87 -0.18
H -4.03 -0.37 -8.25
C 6.09 -0.05 -1.98
C -0.40 -2.55 2.32
H 0.35 0.09 -8.30
N 0.14 -4.62 3.43
C 4.32 2.53 3.32
N -2.17 -1.49 0.24
C 3.60 1.82 8.20
C 1.27 1.33 5.25
H 7.02 -1.98 -2.08
C 7.17 -0.92 -1.96
H 0.98 -1.67 4.45
H -2.75 6.41 -3.10
O -0.43 0.94 -2.03
H -0.38 -2.38 5.30
H 4.88 2.45 5.89
C -4.57 0.37 -2.64
H 4.80 1.65 2.89
C -1.83 5.46 -4.87
H -1.66 -0.24 -3.75
H -3.05 -5.05 0.14
C 7.51 1.88 -1.58
H 2.62 -3.79 -4.34
H 5.29 3.66 -0.79
C -0.80 1.96 -2.61
C 6.25 1.34 -1.78
C -0.21 -5.28 2.33
H 3.37 -3.77 0.66
H 4.32 -1.15 2.31
H -4.35 3.07 -10.33
C -0.93 -3.28 1.22
N 4.75 -0.26 -2.16
C 0.49 -2.61 4.69
H -0.55 0.45 5.94
H -3.51 6.28 -6.10
H -0.90 -5.08 -0.90
C 2.43 -2.77 -2.53
H 1.15 -3.26 5.26
Bi -0.01 0.16 0.62
N -2.56 1.99 -10.04
H 3.06 2.59 8.76
H 9.29 -1.00 -1.74
H -0.19 -2.32 -8.48
H 5.10 3.18 3.72
C -0.76 -4.69 1.22
O -2.55 -5.87 0.05
C -0.37 -4.17 -3.96
O 1.06 4.31 -0.71
H -2.20 7.59 -4.35
H 7.64 2.94 -1.43
C -4.18 1.02 -1.49
H -5.17 0.88 -3.38
C 4.66 3.27 -1.59
H -2.26 -0.32 -8.18
C -4.21 -0.96 -2.82
C 2.06 1.72 4.16
H -0.65 -6.51 0.11
C -1.86 0.62 -4.37
C 0.31 -2.21 -2.65

charge = 0
energy relative to the best compared isomer or geometry (same formula, charge and spin) = 1.4 kcal per mole
2S+1 = 1
LUMO energy = -1.702 eV
HOMO-LUMO gap = 4.52 eV
DFT total energy = -192809.8650 eV



(2)
Below is C65H68BFKN9O5PS as an isolated structure in a non-equilibrium geometry, with properties calculated with ωB97M-V/def2-TZVPD.

Geometry (Å):
H 3.86 1.76 2.48
H 5.93 -8.00 -2.19
C -0.58 4.73 2.09
C 4.60 -6.45 -1.42
C -4.35 2.02 3.02
C 5.22 -5.15 -3.91
H -4.36 -4.51 1.06
C 2.28 -4.21 -0.74
C -3.75 -2.04 -2.14
N 0.99 -0.79 -2.19
C 1.74 3.33 4.21
H -5.41 -1.08 -3.04
C 4.36 2.65 -0.75
N 4.36 -1.92 2.06
H 3.01 3.83 -1.93
H 6.68 -6.39 -2.00
C 2.50 3.72 6.83
O -1.57 2.47 1.86
H -4.30 -1.85 -4.19
H 1.85 -3.21 -4.21
H -5.26 -3.59 -1.69
H -8.18 -0.90 -0.24
H 3.69 -7.04 -1.67
H -4.51 2.20 4.08
H 3.16 -5.34 -3.33
C 2.36 -0.69 2.57
H -0.53 -4.40 -3.88
H 4.83 -6.61 -0.37
H -2.58 -4.47 1.17
H -1.07 -0.46 -0.63
C -5.01 0.20 0.17
H -8.07 0.63 -2.17
H 6.11 -4.60 -3.62
C 4.37 -3.53 0.27
H 0.51 -3.23 -0.02
H 5.10 2.56 -1.54
C -1.85 2.29 -3.80
C -6.04 1.22 -1.76
C 3.02 3.78 4.49
C 3.67 -4.30 -0.69
N -1.94 1.60 -1.69
H -2.54 5.62 1.79
H -6.24 -1.19 1.24
F 1.62 -5.05 -1.60
C -1.49 5.79 1.98
H -5.97 1.88 -2.61
H 6.25 -6.93 -4.31
C -2.27 4.03 -1.92
C 0.79 4.98 2.33
C 3.67 -0.98 2.78
C -3.37 -3.49 -0.52
S -4.32 0.16 2.85
H -1.86 2.92 -4.67
C 0.82 3.14 5.23
C 3.19 3.38 -0.96
C 1.37 -2.51 -3.54
C -5.45 2.56 2.19
C -7.21 0.52 -1.51
C -6.18 -0.51 0.40
C -1.01 -3.45 -3.67
N -2.54 -1.80 -1.57
N 4.44 -5.03 -1.65
C 2.29 -2.49 0.95
P 1.13 3.12 2.50
C 5.77 -6.93 -2.28
C 0.03 -2.48 -3.21
C 2.50 2.95 1.31
K -0.63 0.56 1.27
C 3.40 3.95 5.81
C -3.43 -4.58 0.50
H 1.35 4.06 -0.11
H 3.72 3.96 3.68
O 1.02 1.26 2.69
H -6.03 4.39 -0.60
H -3.20 4.44 -2.32
C 5.77 -2.04 2.25
H -4.02 1.58 -1.12
C -3.84 0.07 1.08
C 2.27 3.51 0.05
H 7.62 -2.13 0.99
H -3.85 -0.32 -3.38
H 7.40 -0.84 3.19
C -5.20 3.36 1.08
H -3.37 -0.92 1.00
C 1.26 6.25 2.49
C -2.01 2.67 -2.46
C 0.34 7.31 2.42
C -1.68 0.92 -3.76
O 0.31 -1.37 1.59
C -4.31 -3.13 -1.49
H 0.48 3.17 7.33
H 6.28 -1.11 0.30
C 3.66 2.20 1.51
C -7.81 2.64 1.68
C 6.59 -0.81 2.47
H -0.83 -0.80 -4.72
N -1.74 0.53 -2.47
H 3.90 -1.47 -2.01
H -4.18 3.61 0.84
H -0.18 2.80 4.97
H 4.42 4.25 6.04
C -1.51 0.02 -4.94
C -1.01 7.07 2.17
H -3.09 0.83 0.88
H 5.44 -3.65 0.31
H 3.82 -3.71 -3.11
C -6.77 2.22 2.49
H 3.87 -1.18 -3.77
H -1.76 -3.61 -2.90
H -1.69 7.91 2.12
C 1.86 0.49 3.33
N -2.32 -2.68 -0.59
H 3.39 0.10 -2.63
C -0.66 3.30 2.13
H 6.06 -2.94 2.79
C -7.27 -0.35 -0.43
H -8.82 2.35 1.90
C 1.20 3.34 6.54
O 2.29 0.71 4.45
C 1.55 -1.49 1.67
H 4.22 -0.47 3.56
C -4.36 -1.27 -3.26
H -1.52 -3.10 -4.57
C 6.72 -1.56 1.18
H -1.13 0.59 -5.78
H 6.08 0.14 2.45
H 2.81 3.84 7.86
H -3.38 -5.56 0.03
C -4.95 1.06 -0.93
H -2.47 -0.41 -5.24
H 5.47 1.47 0.63
C 4.05 -4.77 -3.02
H -1.46 4.71 -2.19
N 5.48 -6.61 -3.71
O -3.16 -0.29 3.62
C -7.55 3.42 0.56
H -8.35 3.73 -0.09
N -0.16 -1.42 -2.40
C 3.69 -2.65 1.09
C 4.57 2.05 0.48
C 3.36 -0.97 -2.82
C 1.94 -1.43 -2.86
B -1.40 -0.78 -1.73
H 2.30 6.45 2.68
C -6.24 3.78 0.27
H 5.00 -4.97 -4.97
H 4.62 -7.11 -3.97
H -6.97 1.61 3.36
H -2.34 3.99 -0.83
H -3.37 2.38 2.72
C 1.58 -3.33 0.04
H 0.68 8.32 2.57

charge = -1
2S+1 = 1
LUMO energy (alpha / beta) = 1.618 / 1.613 eV
HOMO-LUMO gap (alpha / beta) = 3.46 / 4.93 eV
DFT total energy = -132000.1479 eV



(3)
Below is C65H69N14O8W as an isolated structure in a non-equilibrium geometry, with properties calculated with ωB97M-V/def2-TZVPD.

Geometry (Å):
H -4.98 2.17 -4.44
C -1.66 2.42 -0.43
H 4.93 0.67 4.05
H -1.22 4.18 3.03
H -4.88 -2.06 4.00
C -1.38 3.80 -0.46
O -2.00 1.69 -3.64
C 2.20 -0.23 3.79
N 0.20 -1.98 0.33
H 4.66 1.18 2.37
H -4.83 -0.37 -4.90
C -0.06 2.78 1.03
H 4.01 -5.11 -0.80
H -0.22 1.04 -2.54
H 3.24 -5.60 6.06
H -2.12 -0.58 -6.71
N 3.80 1.31 -0.68
C 2.30 -3.07 3.26
H -4.55 -6.18 -0.93
O 3.74 2.17 0.18
C 6.18 -2.41 -0.71
C -5.72 3.64 -2.67
C 1.84 1.08 3.83
C -3.95 -0.26 -1.86
N -0.78 1.78 0.42
H 6.24 4.56 2.74
H -1.88 4.53 -1.07
C -3.51 -1.53 -2.05
H 3.35 3.04 2.39
C 2.99 -4.88 5.29
N -3.77 -3.96 0.06
O -2.53 0.29 1.68
C 6.64 2.70 4.77
H -4.66 -4.40 0.21
H -2.02 2.44 -6.58
C -5.54 4.27 -0.36
C -2.10 -0.14 -5.71
C 0.89 3.80 3.05
H -3.12 1.55 -7.65
C 5.45 -3.62 -0.13
H 2.79 -0.76 4.52
N -4.22 2.17 -3.77
H -7.07 4.98 -1.69
H 1.40 -3.97 6.42
C -4.07 -2.35 3.32
H -6.25 -3.71 3.00
H -6.28 -4.04 1.28
C 1.95 -3.98 5.49
H 0.20 -5.05 -0.96
H 6.03 -5.62 0.58
N 3.33 3.56 3.26
H -3.53 -3.18 3.77
H -1.09 6.25 4.34
C 6.12 3.51 2.46
N 2.62 0.87 -1.16
C 3.38 -3.96 3.08
H 5.45 3.45 1.61
H 6.94 -2.05 0.00
C 2.13 4.24 3.55
H -5.90 4.81 0.49
C -0.26 4.55 3.36
C -3.01 1.99 -6.65
C 1.65 -0.79 2.60
C 4.50 -4.22 -1.18
H 4.59 0.37 -2.71
H 6.67 -2.67 -1.64
H -4.73 -0.66 1.32
C 5.60 2.69 3.65
O -1.08 -0.91 2.77
C -3.20 0.91 -5.58
H 4.79 -4.88 1.94
H 6.27 2.14 5.63
H -5.69 -1.75 0.31
C 2.61 0.34 -2.36
C -0.28 -2.92 -0.57
C -1.65 -4.70 -2.95
H 6.29 0.78 2.92
H 7.57 2.24 4.43
C -4.56 0.23 -5.77
H 1.46 -0.12 -3.93
H -3.75 2.79 -6.55
H 7.09 3.12 2.15
H -2.24 -0.94 -4.97
H -0.83 -4.27 -3.52
C 5.34 1.24 3.22
C 1.13 -2.66 1.10
H -0.44 -0.55 -2.75
C -0.19 5.70 4.12
H -1.91 -6.35 -4.28
C 6.48 -4.66 0.30
H 1.88 -4.76 1.07
C -2.24 -1.64 -1.40
O 4.89 0.88 -1.08
C -2.08 -4.03 -1.81
H 1.12 7.06 5.14
C 1.75 -2.13 2.25
N 1.01 0.19 1.87
C -2.25 -5.87 -3.37
H 5.48 -1.59 -0.87
H 4.51 -5.55 3.97
C -3.48 -3.02 1.00
H -3.38 -1.51 3.23
C -4.58 2.84 -2.57
C -1.46 -2.77 -1.34
C 1.62 -3.10 4.48
H 3.73 -3.50 -1.45
C -0.37 4.03 0.44
H 0.08 4.97 0.68
H 3.14 5.75 4.66
H -5.08 -4.84 2.33
C 1.12 1.35 2.62
N -1.92 -0.44 -0.81
C -3.73 -5.76 -1.50
H 2.07 1.79 4.60
N 4.22 -4.05 1.94
H -3.77 -7.32 -2.95
H -1.12 0.31 -5.55
N 3.69 0.20 -3.15
H -6.24 3.71 -3.61
N -1.59 0.34 2.67
H 6.84 3.72 5.10
O 4.07 -1.99 0.99
H 0.79 -2.43 4.61
C -3.29 -6.40 -2.64
H -6.27 -1.29 1.93
C 4.32 3.34 4.19
C -5.61 -3.91 2.14
C -3.15 -4.56 -1.07
C -5.38 -1.53 1.34
C 2.18 5.41 4.30
C -4.43 3.46 -0.25
C 0.69 2.60 2.21
C -2.93 0.45 -1.16
C -2.80 1.82 -1.01
N 0.17 0.13 -2.31
C -3.07 1.61 -4.22
O -2.43 -2.40 1.09
H -3.95 3.34 0.71
C -4.64 -2.73 1.96
H 7.14 -4.86 -0.54
C 3.69 -4.86 4.11
W -0.82 -0.26 0.94
O 4.19 3.67 5.35
H 5.07 -4.48 -2.08
H -5.36 0.94 -5.98
H 7.09 -4.30 1.13
C -6.19 4.36 -1.59
C 1.25 -3.99 0.65
C 0.38 -4.15 -0.40
H 3.64 -0.16 -4.08
N 1.44 -0.03 -2.92
H -4.00 -2.32 -2.59
C 1.05 6.14 4.57
H -4.88 0.17 -2.20
H -4.51 -0.44 -6.63
C 4.53 -3.11 1.00
C -3.93 2.72 -1.33

charge = +1
2S+1 = 1
LUMO energy = -3.829 eV
HOMO-LUMO gap = 5.58 eV
DFT total energy = -107586.7240 eV